Here is a single C11H11FN2 molecule from the OMol25 dataset. Energies are from ωB97M-V/def2-TZVPD.

Values from the calculation:
HOMO energy, eV: -9.244
Orbital gap, eV: 9.412
SMILES: N#Cc1ccc2c(c1)CN[C@H](CF)C2
Charge: 0

Geometry (Å):
C -3.429 0.080 0.270
C -1.960 -0.322 0.417
C -1.124 0.869 0.068
C 0.311 0.719 -0.054
C 1.183 1.832 -0.195
C 2.611 1.596 -0.119
C 3.065 0.288 -0.230
C 2.127 -0.798 -0.422
C 0.729 -0.575 -0.223
C -0.250 -1.738 -0.104
C 4.469 -0.120 -0.216
H -3.639 0.970 0.989
H -4.237 -0.717 0.598
H -1.670 -0.646 1.480
H -1.283 1.660 0.885
H -1.592 1.352 -0.824
H 0.722 2.849 -0.285
H 3.205 2.477 -0.115
H 2.593 -1.769 -0.526
H -0.132 -1.931 0.978
H 0.103 -2.541 -0.721
H -2.085 -2.202 -0.342
N -1.545 -1.392 -0.500
N 5.596 -0.632 0.042
F -3.768 0.691 -0.850


Here is a molecular structure, C11H11IN2O from the OMol25 dataset. Energies are from ωB97M-V/def2-TZVPD.

Values from the calculation:
HOMO energy, eV: -8.953
Orbital gap, eV: 8.025
Charge: 0

Geometry (Å):
C 0.413 1.467 3.595
C 0.504 0.996 2.475
C 0.609 0.669 -2.932
C -0.471 0.721 -2.226
C -0.104 -0.734 0.680
C 2.766 -1.168 1.585
C -0.026 2.050 -2.987
C 0.280 -1.996 1.423
C 1.559 -1.783 2.181
C 0.611 0.629 1.074
C -1.378 0.287 -1.137
N -0.864 -0.815 -0.328
N 2.478 0.003 1.040
O 3.869 -1.660 1.481
I 3.671 1.298 0.086
H 0.504 1.607 4.599
H 1.504 0.129 -3.356
H 0.492 2.873 -2.497
H -0.714 2.324 -3.740
H -0.443 -2.183 2.245
H 0.504 -2.898 0.711
H 2.012 -2.779 2.652
H 1.253 -1.091 3.069
H 0.777 1.456 0.440
H -2.262 -0.167 -1.740
H -1.812 1.158 -0.573


Here is a molecular structure, C11H11N from the OMol25 dataset. Energies are from ωB97M-V/def2-TZVPD.

Values from the calculation:
HOMO energy, eV: -8.955
Orbital gap, eV: 9.749
Charge: 0

Geometry (Å):
C 0.813 -0.996 0.132
C 0.165 -2.127 0.360
C -0.185 -3.148 -0.550
C 0.016 -2.807 -1.841
C 0.814 -1.697 -2.134
C 1.239 -0.855 -1.167
C -0.596 1.977 -0.464
C -0.427 0.954 0.509
C -0.538 1.305 1.813
C -0.543 2.668 2.158
C -0.628 3.536 1.139
H 1.301 -0.166 0.830
H 0.317 -2.516 1.456
H -0.557 -4.246 -0.411
H -0.237 -3.569 -2.649
H 1.349 -1.600 -3.120
H 1.726 -0.011 -1.565
H -0.825 1.652 -1.435
H -0.215 -0.019 0.073
H -0.735 0.558 2.525
H -0.772 3.249 3.106
H -0.738 4.575 1.429
N -0.744 3.282 -0.193


Here is 2 unconnected molecules or ions with the total composition C11H11N from the OMol25 dataset. Energies are from ωB97M-V/def2-TZVPD.

Values from the calculation:
HOMO energy, eV: -8.635
Orbital gap, eV: 9.033
SMILES: c1ccccc1.c1ccncc1
Charge: 0

Geometry (Å):
C 1.475 -1.017 0.775
C 1.920 0.252 1.380
C 2.237 1.260 0.428
C 2.606 0.738 -0.774
C 2.201 -0.527 -1.178
C -1.244 1.304 -0.038
C -2.668 1.314 -0.203
C -3.447 0.085 -0.105
C -2.701 -1.050 0.027
C -1.362 -1.126 0.099
C -0.589 0.047 -0.015
H 0.916 -1.460 1.584
H 1.966 0.315 2.461
H 2.582 2.180 0.581
H 2.944 1.496 -1.492
H 2.365 -0.727 -2.259
H -0.676 2.181 -0.064
H -3.168 2.241 -0.204
H -4.505 0.227 -0.473
H -3.256 -2.042 0.319
H -0.872 -2.020 0.305
H 0.492 -0.013 0.155
N 1.521 -1.438 -0.470


Here is a single C11H11N3 molecule from the OMol25 dataset. Energies are from ωB97M-V/def2-TZVPD.

Values from the calculation:
HOMO energy (spin up / spin down), eV: -7.081 / -7.346
Orbital gap (spin up / spin down), eV: 7.357 / 7.698
Charge: 0

Geometry (Å):
C -3.693 -0.415 -0.339
C -3.188 0.911 -0.616
C -2.759 -1.361 0.074
C -1.821 1.190 -0.531
C -0.171 -1.811 0.526
C -1.378 -1.102 0.163
C -0.925 0.181 -0.121
C 0.880 -0.940 0.590
C 2.324 -1.244 0.613
C 1.205 1.352 -0.306
C 2.331 1.943 0.491
N 2.994 -1.158 -0.746
N 2.763 -0.522 -1.684
N 0.434 0.299 0.175
H -4.646 -0.772 -0.381
H -3.967 1.559 -0.846
H -2.912 -2.432 0.360
H -1.376 2.221 -0.835
H -0.289 -2.900 0.739
H 2.870 -0.623 1.172
H 2.706 -2.299 0.728
H 0.881 1.758 -1.262
H 2.513 2.874 0.090
H 3.095 1.229 0.313
H 2.130 2.062 1.632


ΔE to the lowest compared entry with this formula, charge and spin values (in kJ/mol) by entry order: 223.5, 581.0, 478.6, 450.4, 480.2.